1.
ORCA calculation (wB97M-V/def2-TZVPD) on a molecular structure, C26H35F5NO9S2SeSiY at a distorted geometry.

Values from the calculation:
- Kohn-Sham gap (alpha / beta) (hartree) = 0.1748 / 0.1746
- E_HOMO (alpha / beta) (eV) = -7.60 / -7.60
- 2S+1 = 1
- LUMO energy (alpha / beta) (eV) = -2.84 / -2.85
- net charge = 0

Structure (XYZ):
```
81
Properties=species:S:1:pos:R:3:forces:R:3
C 2.2760 0.7592 -4.1259 0.725 1.886 -0.337
O 1.8240 -0.6983 3.2226 0.025 1.353 2.610
F 1.1954 -5.9443 0.8284 0.371 0.339 0.128
H -3.2943 0.1346 4.2622 -0.956 -0.525 -0.007
C -3.5376 -1.9259 -1.2445 -0.719 0.140 -0.457
H 2.6710 1.7114 -6.0019 0.118 0.409 0.650
Y 2.1240 -0.8066 1.1891 0.921 -1.467 -1.700
H -0.3490 -0.9783 4.5450 0.110 -1.161 0.262
H -2.1991 0.9900 5.2753 0.807 -0.335 0.354
H 2.0206 -0.1272 -4.6174 -1.064 -1.185 -0.341
F 5.2342 -4.3311 -2.2315 0.726 -0.224 0.590
Se 3.9575 -1.7882 -0.9048 -0.454 -0.450 -0.103
C 2.4831 -4.1768 -0.0649 0.376 2.072 -0.073
C 2.3116 -5.5032 0.2115 -1.739 -0.375 -0.017
H 4.2183 2.8500 1.0190 -0.782 0.139 -0.722
O 2.8361 0.9309 0.0741 0.157 1.560 -1.109
C 3.5501 2.9559 -2.9101 -0.634 -0.493 0.222
H -2.7627 -2.4102 -0.6846 0.273 -0.572 0.325
C 3.5818 -3.6438 -0.7290 0.822 -2.390 0.187
C 4.2607 -6.0939 -1.0277 1.133 0.353 -0.588
H -0.8727 4.6055 0.7544 -0.630 -0.237 -0.986
H 0.1253 1.7132 4.1663 -0.759 -0.616 -0.070
C 2.2946 0.9023 -2.7652 -0.356 -0.616 2.817
H -1.8990 -1.7714 3.9197 0.585 -0.032 -0.010
H -2.2248 1.8387 -2.2321 -0.864 -0.565 0.056
C -1.7714 3.2049 -0.6711 -2.738 -0.617 1.419
H 4.3331 3.6985 -0.5813 -0.618 -0.662 0.940
H -5.0558 0.0114 -2.1532 0.160 0.523 -0.896
H -5.4893 -1.9399 0.8161 -0.509 -0.231 0.537
O 4.3035 -0.6845 3.1142 -3.416 -1.181 0.060
C 4.4339 -4.7056 -1.2100 -0.551 0.790 -1.598
H -4.3412 -2.6275 -1.5443 0.706 0.075 0.077
S 3.0891 -1.5259 3.5515 4.244 -0.301 0.907
C -0.9813 -1.2083 3.6868 0.154 1.042 0.635
C 2.7324 1.8251 -4.9069 0.403 -1.080 0.228
C -5.3601 -0.2565 -1.1710 -0.816 -0.485 0.873
O -1.4792 2.1919 0.3725 -0.282 -0.088 -0.462
C -1.5426 2.6277 -2.0022 0.110 0.460 -1.628
O 3.3069 -2.0868 4.8787 -1.467 0.973 -1.542
H -3.4750 4.2418 0.1832 -0.591 0.712 1.534
H 0.1439 4.0997 -0.5280 -0.217 0.146 -0.385
O 2.8152 -2.5514 2.4797 0.612 -0.526 -0.329
H 4.0204 3.8402 -2.5023 0.226 -0.202 0.045
H -3.0861 -1.4611 -2.1484 -0.361 -0.283 0.502
C 3.6330 3.1316 0.1071 1.672 1.570 -0.370
C -3.3590 3.5216 -0.5656 2.533 -2.086 -0.203
O -0.3630 -2.9685 -1.9661 -1.248 1.151 7.690
H -3.7559 3.9346 -1.4652 -0.134 0.131 -0.853
C -0.3373 1.3222 3.2383 1.072 0.529 -1.308
H -6.2731 -0.9337 -1.2594 1.411 0.559 0.259
F 1.5177 -3.2300 0.2903 0.099 -0.939 0.284
H -0.5832 2.1466 -2.0882 0.801 0.327 -0.253
C 3.0208 1.9156 -2.0772 -0.408 0.759 -2.073
H 3.7162 3.6489 -4.9817 0.179 0.416 0.495
H -4.9471 -0.3776 1.5476 -0.548 0.859 0.440
H -3.8297 -1.7274 1.4708 -0.713 0.099 0.177
Si -1.8475 0.6005 0.5064 0.655 0.208 1.186
C -2.4475 0.7775 4.2494 -0.595 1.001 -1.050
H -1.1640 5.2662 -0.8848 -0.110 0.197 -0.304
H -0.4030 -1.6431 2.8737 -0.062 -0.284 0.311
C 3.1428 1.9273 -0.6205 -0.649 -0.503 0.968
C -1.3888 0.1826 3.3073 -0.252 1.902 -0.011
F 5.1019 -7.0782 -1.5425 -1.332 1.982 0.728
F 3.0100 -7.7287 0.1387 -0.079 0.644 -0.609
C -0.9099 4.3670 -0.3461 1.562 0.364 1.645
C -4.1831 -0.8577 -0.3963 -0.543 0.813 0.271
H -3.7685 2.5078 -0.3666 -0.322 1.062 0.039
H -2.7610 1.7764 3.8495 0.102 -0.864 0.103
O -1.9924 0.0352 2.0051 -0.066 0.688 0.641
H -0.8095 2.2038 2.7003 0.538 -1.087 0.693
H 2.8666 3.9118 0.3521 0.229 -1.074 -0.124
H -5.6676 0.6005 -0.5803 -0.237 0.382 -0.303
N -0.5708 -2.7865 -0.8068 1.339 0.120 -7.535
S -0.1862 -0.4221 -0.3824 0.202 -1.329 -0.735
H 1.6661 0.2627 -2.0966 1.067 0.063 -0.898
O -3.2128 0.1597 -0.1143 -1.230 0.564 -2.207
C 3.3567 2.9025 -4.2858 -0.109 -0.009 -0.564
C -4.6935 -1.2326 0.9814 1.792 -2.269 -0.910
C 3.1691 -6.4506 -0.2889 0.308 -1.623 1.295
H 0.5797 1.0289 2.6713 -0.798 0.240 0.078
H -1.7470 3.4191 -2.7659 0.636 -0.634 0.408
```
Positions in Å, forces in eV/Å.

---

2.
ORCA calculation (wB97M-V/def2-TZVPD) on a molecular structure, C23H43Cl2CuO11S3 at a distorted geometry.

Values from the calculation:
- Kohn-Sham gap (hartree) = 0.1272
- E_HOMO (eV) = -6.74
- 2S+1 = 1
- LUMO energy (eV) = -3.28
- net charge = 0

Structure (XYZ):
```
83
Properties=species:S:1:pos:R:3:forces:R:3
H 14.7220 0.7988 6.7617 -0.016 -0.262 0.223
H 17.0355 1.3200 18.5656 0.254 0.119 0.161
H 13.2619 -8.4332 9.7390 -0.226 -0.156 0.288
H 21.4234 0.8691 12.4597 -0.014 0.002 0.211
O 19.8064 -1.7492 14.5571 -0.452 0.329 0.439
C 17.0899 -1.3417 6.3010 -0.288 -0.002 -0.584
H 9.6809 4.7253 10.1522 0.103 -0.168 -0.245
C 18.6490 2.6943 18.0370 0.668 -1.496 1.425
C 9.7651 0.4646 16.3684 -0.242 1.091 -2.192
Cl 11.6858 -6.2459 8.1547 -0.392 -0.319 0.019
C 18.1355 2.4740 15.8616 -0.223 -0.042 -1.328
H 19.4208 -0.8203 12.1230 0.052 0.264 0.277
C 15.0683 0.2999 5.8566 0.282 0.825 0.834
H 12.7897 -5.4561 10.0736 -0.061 0.084 -0.259
O 21.2752 -3.4622 13.5152 -0.346 1.054 -0.142
C 16.9087 1.9655 16.5275 0.020 0.240 0.327
H 19.6348 -2.3056 11.3560 0.671 -0.396 -0.023
H 13.1302 -1.4079 12.1781 -0.648 0.165 0.142
H 22.9967 0.3550 11.8823 0.115 0.035 0.273
H 11.1475 2.8852 9.4628 0.392 0.143 0.365
H 8.7080 3.5338 11.0149 -0.523 0.311 -0.135
H 13.8617 -1.2828 5.1754 0.208 -0.689 -0.106
H 16.7780 0.8955 16.3658 -0.084 0.180 -0.419
H 18.0939 -1.6742 6.0374 -0.086 0.099 0.067
C 9.7816 1.3259 9.5626 -0.637 -1.949 -0.427
O 8.8505 -1.5720 17.0451 -0.327 0.106 0.753
C 14.7343 -1.2069 5.8241 -1.139 1.873 0.207
C 17.1943 2.2469 18.0144 -1.392 -0.477 -0.256
H 22.1424 -0.3680 14.5137 0.439 0.011 -0.190
H 7.7283 1.3068 9.3670 -0.463 -0.322 -0.527
H 15.7445 -3.0263 5.7492 0.452 -0.088 0.451
C 22.2309 -0.8741 13.5523 -1.239 -0.529 -0.975
S 16.8721 0.4444 5.8866 -1.808 -2.257 -1.707
H 16.1216 2.5628 16.0672 -0.395 -0.418 0.310
C 9.0705 0.7118 17.6658 -0.289 -0.358 0.082
O 18.2994 2.7620 14.7164 -0.316 -0.138 -1.391
O 17.3219 1.2597 6.9484 0.883 1.386 1.486
O 9.0616 3.9037 7.5394 0.294 0.556 -0.630
C 21.3766 -0.8344 11.2314 -1.712 -1.037 -0.696
H 16.4191 2.9213 18.3781 0.528 0.420 0.242
O 19.1082 2.6686 16.7064 1.397 1.240 0.956
C 14.2182 -1.3761 12.2355 0.142 1.443 -0.930
H 8.4149 1.0836 7.7282 0.349 0.330 0.085
C 22.0435 -0.0066 12.2681 0.594 0.178 1.445
C 8.8314 -0.7053 18.1251 -1.040 -1.597 2.860
H 18.8906 3.5963 18.5993 -0.247 0.433 -0.656
H 10.4804 0.6814 9.0294 0.453 0.471 0.028
H 9.6381 1.3890 18.3040 -0.025 -0.618 0.405
S 20.7608 -2.0972 13.5527 1.990 -0.163 -1.411
C 12.9617 -7.5763 10.3420 -0.436 0.828 -1.506
H 20.9066 -0.1486 10.5264 0.392 -0.256 -0.567
C 9.3643 -0.9756 15.8612 1.490 1.843 1.298
S 8.3088 3.4364 8.6642 -0.785 -1.082 0.287
H 14.7041 0.9530 5.0636 0.134 -0.507 -0.418
H 14.4349 -1.4819 6.8355 -0.201 -0.036 -0.008
C 9.3183 3.6977 10.1268 -0.745 -0.323 1.036
O 8.5627 -1.1123 19.2592 0.766 1.000 -3.054
C 10.3428 2.5907 10.1365 1.439 0.545 -0.889
H 13.6939 -7.3932 11.1285 -0.218 -0.046 0.028
H 10.2474 -1.5228 15.5313 -0.244 -0.179 -0.072
H 9.3714 1.1247 15.5956 0.143 0.344 0.013
O 6.9295 3.8914 8.8677 1.716 -0.815 -0.166
Cu 16.4580 3.1101 10.3357 -0.181 -0.622 0.226
H 10.7181 2.3374 11.1280 0.206 0.564 -0.070
C 12.9134 -6.3204 9.4210 0.790 -0.145 0.865
H 14.4689 -1.1989 13.2814 0.185 -0.389 0.481
H 9.4524 0.6897 10.3842 -0.026 -0.043 0.088
H 8.0880 1.1747 17.5730 -0.165 -0.106 -0.183
Cl 11.3340 -7.8356 11.0280 0.377 -0.194 0.175
H 23.1192 -1.4811 13.3771 -0.047 -0.073 0.667
C 8.5553 1.5540 8.7014 -1.740 1.754 1.210
H 10.8021 0.7821 16.4775 0.269 -0.940 -0.242
H 21.9807 -1.5964 10.7390 0.365 0.359 -0.079
O 17.2411 0.7082 4.5111 0.539 -0.223 0.664
H 16.2195 -2.0606 4.4468 -0.109 0.540 -0.166
C 20.2009 -1.5472 11.8969 -0.865 0.250 0.821
H 19.2727 1.9271 18.4958 -0.191 -0.073 0.511
O 14.7422 -0.3545 11.4459 -0.083 -0.284 -0.204
H 8.6544 -0.8376 15.0457 -0.327 -0.591 0.325
H 13.8427 -6.2310 8.8584 0.173 -0.031 0.397
H 16.8449 -1.5375 7.3449 0.445 0.564 0.240
C 15.9598 -1.9866 5.5028 0.656 -1.153 -1.015
H 14.5141 -2.3707 11.9017 0.619 -0.389 0.171
```
Positions in Å, forces in eV/Å.